No. 1
{
  "formula": "C28H50N2O12",
  "method": "wB97M-V/def2-TZVPD",
  "homo_ev": -9.1,
  "smiles": "O=[N+]([O-])c1ccccc1.O=[N+]([O-])c1ccccc1.COCCOC.COCCOC.COCCOC.COCCOC",
  "e_above_lowest_kcal_mol": 296.6,
  "elements": ["O", "N", "O", "C", "C", "C", "C", "C", "C", "H", "H", "H", "H", "H", "O", "N", "O", "C", "C", "C", "C", "C", "C", "H", "H", "H", "H", "H", "C", "O", "C", "C", "O", "C", "H", "H", "H", "H", "H", "H", "H", "H", "H", "H", "C", "O", "C", "C", "O", "C", "H", "H", "H", "H", "H", "H", "H", "H", "H", "H", "C", "O", "C", "C", "O", "C", "H", "H", "H", "H", "H", "H", "H", "H", "H", "H", "C", "O", "C", "C", "O", "C", "H", "H", "H", "H", "H", "H", "H", "H", "H", "H"],
  "xyz": [[2.9041, -2.2105, 3.0441], [3.8705, -1.4533, 2.9231], [4.9771, -1.7796, 2.4679], [3.7005, -0.1172, 3.6204], [2.5096, 0.2844, 4.2167], [2.4249, 1.4999, 4.9580], [3.5284, 2.3229, 5.1217], [4.6585, 1.9706, 4.4331], [4.7998, 0.7815, 3.7386], [1.6459, -0.3639, 4.2073], [1.4792, 1.6945, 5.4418], [3.3819, 3.2425, 5.6688], [5.4933, 2.6406, 4.5768], [5.7664, 0.5650, 3.3082], [-5.3552, -0.6758, -2.3331], [-4.2734, -1.1350, -2.4582], [-3.5129, -0.8326, -3.4019], [-3.9101, -2.2689, -1.5823], [-4.7577, -2.7666, -0.5505], [-4.3796, -3.6450, 0.4103], [-3.1297, -3.9864, 0.6232], [-2.2574, -3.6761, -0.4441], [-2.6392, -2.7791, -1.4951], [-5.7888, -2.4565, -0.4664], [-5.1564, -4.0095, 1.0661], [-2.8404, -4.7119, 1.3690], [-1.2318, -4.0075, -0.3749], [-1.8165, -2.3270, -2.0292], [-2.9067, -0.3616, 4.5190], [-3.5855, -1.4750, 3.9631], [-3.7747, -2.4495, 5.0059], [-4.6686, -3.4703, 4.5049], [-5.9504, -3.1224, 3.9332], [-6.9632, -2.6746, 4.7563], [-3.3375, 0.1708, 5.3670], [-2.7909, 0.4206, 3.7688], [-1.9477, -0.7814, 4.8228], [-4.3020, -2.0390, 5.8670], [-2.8997, -2.7894, 5.5599], [-4.8610, -4.1859, 5.3042], [-4.2007, -3.9793, 3.6622], [-6.5162, -2.2800, 5.6688], [-7.5072, -3.5767, 5.0362], [-7.7902, -2.0348, 4.4485], [3.1373, -2.8301, -0.3277], [3.6926, -2.1683, -1.4727], [3.0117, -1.9282, -2.6197], [3.8211, -1.2123, -3.8227], [4.0037, 0.2568, -3.6396], [4.5497, 0.9333, -4.7941], [2.9706, -3.8810, -0.5643], [2.1935, -2.3301, -0.1103], [3.7542, -2.8822, 0.5694], [2.2036, -1.2789, -2.2827], [2.6709, -2.9067, -2.9581], [3.3544, -1.4147, -4.7867], [4.8418, -1.5801, -3.9275], [4.1121, 0.6350, -5.7467], [5.6053, 0.8072, -5.0348], [4.2907, 1.9736, -4.5973], [1.3681, 6.7819, -2.7063], [1.1820, 6.1385, -3.9180], [2.2592, 6.1604, -4.8605], [3.1761, 4.8669, -4.7703], [2.6037, 3.7350, -5.3913], [1.3007, 3.3431, -4.8999], [0.6899, 6.2493, -2.0396], [1.1425, 7.8404, -2.8364], [2.3823, 6.6598, -2.3261], [2.9403, 6.9765, -4.6192], [1.7534, 6.2922, -5.8170], [3.5776, 4.6718, -3.7759], [4.0244, 5.2401, -5.3440], [1.1010, 2.3955, -5.4001], [0.5451, 4.0899, -5.1435], [1.2786, 3.2138, -3.8178], [-0.7795, -1.1304, 2.0172], [-0.6017, -0.6918, 0.7095], [-1.6270, 0.1041, 0.2543], [-1.2111, 0.7358, -1.0898], [-1.0124, -0.1256, -2.1688], [-0.3641, 0.3816, -3.2946], [-1.7755, -1.4798, 2.2892], [-0.7855, -0.2681, 2.6839], [-0.0655, -1.9085, 2.2872], [-2.0411, 0.7705, 1.0109], [-2.5382, -0.4715, 0.0908], [-0.3693, 1.4154, -0.9570], [-1.9465, 1.4607, -1.4389], [0.6580, 0.0125, -3.2089], [-0.4425, 1.4374, -3.5536], [-0.7248, -0.2615, -4.0974]],
  "forces_ev_per_a": [[1.06, 0.78, -0.71], [0.30, -0.66, 1.34], [-2.02, 1.00, 0.52], [1.23, 1.58, 0.07], [-0.06, 0.19, 0.54], [0.09, -1.56, -0.50], [-1.94, -0.48, -0.63], [1.16, 0.21, 0.50], [-0.57, -0.83, -0.42], [-0.02, -0.04, -0.22], [-0.03, 0.18, 0.01], [0.47, 0.05, 0.09], [0.39, -0.16, -0.42], [-0.10, -0.25, -0.16], [-2.03, 1.12, 0.89], [2.13, -1.49, -2.58], [-0.57, -0.62, 1.81], [-0.05, -0.87, 2.73], [-1.49, 1.81, -2.20], [-3.45, 0.53, 1.10], [4.03, -1.82, -2.21], [-0.39, 1.13, 0.30], [1.84, -0.38, 0.95], [-0.11, 0.23, -0.50], [-0.15, 0.18, 0.23], [0.15, 0.24, 0.28], [0.14, 0.13, -0.24], [-0.13, -0.21, -0.62], [0.77, -0.06, -0.54], [-0.20, -0.04, 1.65], [-1.00, 2.40, 0.43], [-1.53, -2.33, -1.33], [1.38, 0.99, -1.77], [-0.28, -1.36, 2.40], [-0.67, -0.57, 0.29], [0.17, -0.33, -0.27], [0.50, 0.66, 0.18], [-0.35, 1.05, 0.08], [0.72, -0.51, -0.94], [0.15, -0.33, 0.15], [0.04, -0.24, 0.07], [-0.34, 0.38, 0.23], [-0.30, -0.24, 0.58], [0.87, 0.56, -1.14], [-0.96, 0.04, -1.56], [3.98, 0.00, 2.52], [-0.57, 0.81, -1.15], [0.63, 0.98, 1.50], [-0.27, -1.61, -0.76], [-0.83, -0.14, 0.42], [-0.41, -0.21, -0.23], [-0.27, -0.17, 0.37], [0.54, 0.83, -0.52], [-0.78, 0.14, -0.92], [-0.57, 0.07, -0.80], [-0.57, 0.10, 0.11], [0.03, -0.57, 0.36], [-0.80, -0.14, 0.06], [0.46, -0.15, 0.94], [0.32, -0.01, -0.33], [0.07, -0.25, 0.14], [0.04, -0.69, -1.30], [0.11, -1.20, 1.75], [-1.31, 1.65, -1.18], [-0.13, 0.04, 0.44], [0.76, 0.24, -0.37], [-0.06, 0.59, 0.38], [-0.10, 0.20, 0.48], [0.21, 0.05, 0.11], [-0.10, 0.44, -0.25], [0.60, -0.19, -0.25], [-0.47, -0.03, 0.41], [0.31, -0.78, -0.43], [-0.12, 0.09, 0.10], [-0.02, -0.06, -0.15], [0.24, -0.09, 0.12], [-0.69, 0.30, 0.97], [0.86, -0.76, 0.01], [-0.99, -0.27, -1.76], [-0.26, 1.91, 0.20], [-0.67, -0.84, 1.32], [0.75, -1.78, -0.51], [-0.43, -0.72, -0.85], [0.98, 0.31, 0.36], [0.20, 0.34, -0.12], [0.77, 1.03, 0.05], [-0.14, -0.73, -0.37], [0.76, -0.35, 0.34], [-0.84, 0.10, 0.42], [0.62, 0.94, -0.08], [-0.23, 0.02, 0.41], [-0.42, 0.49, -0.41]]
}

No. 2
{
  "formula": "C4H8N2O2",
  "method": "wB97M-V/def2-TZVPD",
  "homo_ev": -8.7,
  "smiles": "CC(C(=O)O)=C(N)N",
  "e_above_lowest_kcal_mol": 97.6,
  "elements": ["C", "C", "C", "O", "O", "C", "N", "N", "H", "H", "H", "H", "H", "H", "H", "H"],
  "xyz": [[-0.7116, 1.8804, 0.0277], [-0.6116, 0.3657, -0.1533], [-1.8684, -0.4127, -0.1097], [-2.9832, 0.0411, 0.1768], [-1.7278, -1.6898, -0.1330], [0.6868, -0.1563, -0.1141], [2.0912, 0.2749, 0.0240], [0.8864, -1.6654, 0.1789], [-0.0368, 2.1869, -0.9182], [-0.4393, 2.1302, 1.1158], [-1.8319, 2.1192, -0.3478], [-0.8626, -1.9211, 0.5613], [2.7222, -0.3540, -0.3685], [2.4195, 1.3005, 0.3554], [1.7519, -1.9266, 0.3347], [0.5151, -2.1731, -0.6297]],
  "forces_ev_per_a": [[-1.07, -0.46, -3.13], [3.00, 1.05, 0.52], [-1.74, 2.04, 2.48], [1.86, 0.46, -1.42], [3.20, -4.14, 2.21], [1.34, -3.04, 1.78], [-3.45, 5.02, 1.67], [-7.26, 2.92, -2.92], [-1.04, 0.51, 2.76], [-0.41, 0.34, -2.02], [2.62, -0.04, 1.54], [-2.52, 0.68, -2.79], [1.20, -0.57, -0.61], [-1.27, -3.54, -1.54], [5.30, -1.15, 1.12], [0.25, -0.08, 0.36]]
}

No. 3
{
  "formula": "C10H15F12MgN5P2",
  "method": "wB97M-V/def2-TZVPD",
  "homo_ev": -11.2,
  "e_above_lowest_kcal_mol": 0.0,
  "elements": ["Mg", "P", "F", "F", "F", "F", "F", "F", "P", "F", "F", "F", "F", "F", "F", "C", "C", "N", "H", "H", "H", "C", "C", "N", "H", "H", "H", "C", "C", "N", "H", "H", "H", "C", "C", "N", "H", "H", "H", "C", "C", "N", "H", "H", "H"],
  "xyz": [[-1.9387, -1.4022, -0.3230], [-4.3111, 0.8310, -1.7110], [-3.4979, 1.9703, -0.9323], [-3.0061, -0.2281, -1.2687], [-4.9872, 0.3948, -0.3092], [-4.9750, -0.4555, -2.4003], [-5.5168, 1.7992, -2.0709], [-3.5196, 1.1583, -3.0446], [1.3462, -0.7382, -1.1728], [1.6376, 0.7456, -0.6067], [1.1401, -0.1372, -2.6180], [2.9176, -0.9874, -1.3914], [1.0095, -2.1920, -1.7051], [1.4547, -1.2917, 0.3625], [-0.3045, -0.4869, -0.8640], [-2.2994, 1.4023, 3.4947], [-2.1970, 0.5517, 2.3197], [-2.0876, -0.1006, 1.3938], [-1.8138, 0.8951, 4.3300], [-3.3533, 1.5692, 3.7028], [-1.7680, 2.3379, 3.3359], [0.6258, -3.8906, 2.4952], [-0.2734, -3.2878, 1.5405], [-0.9828, -2.8330, 0.7763], [1.0870, -3.1422, 3.1363], [1.4416, -4.3440, 1.9230], [0.1232, -4.6625, 3.0700], [1.8972, 0.8823, 3.2928], [2.3382, 0.5108, 4.6386], [2.6493, 0.2135, 5.7043], [2.3624, 1.7977, 2.9351], [0.8355, 1.1280, 3.3314], [2.0917, 0.0293, 2.6478], [-0.4011, 3.7221, -1.6557], [0.1915, 3.4634, -0.3428], [0.6897, 3.2438, 0.6623], [-0.0554, 4.6920, -2.0047], [-1.4830, 3.6457, -1.6307], [-0.0160, 2.9509, -2.3280], [4.2489, -1.4310, -4.3273], [2.9729, -2.0190, -4.6945], [1.9622, -2.4674, -4.9931], [4.6065, -0.7690, -5.1147], [4.9866, -2.2182, -4.1728], [4.1719, -0.8504, -3.4105]],
  "forces_ev_per_a": [[0.71, 1.13, 0.43], [-1.31, 0.52, -0.02], [0.11, 0.12, 0.02], [0.44, -0.69, -0.26], [0.10, -0.04, 0.01], [0.04, 0.15, 0.00], [0.24, -0.24, 0.04], [0.18, -0.07, -0.01], [2.06, 1.08, 0.54], [-0.38, -0.44, -0.06], [-0.21, 0.07, -0.35], [-0.18, -0.04, -0.04], [-0.56, -0.56, 0.21], [-0.17, -0.22, -0.13], [-0.59, -0.13, -0.08], [0.16, -0.26, 0.04], [0.16, 0.63, 0.39], [-0.12, -0.82, -0.51], [-0.18, -0.03, 0.04], [0.03, 0.13, 0.11], [-0.12, 0.08, -0.21], [0.66, -0.18, -0.32], [0.25, -0.23, 0.41], [-0.69, 0.00, -0.40], [-0.24, 0.11, 0.07], [-0.11, -0.04, 0.05], [-0.09, 0.06, 0.08], [-0.17, 0.03, 0.42], [0.01, 0.28, 0.16], [-0.04, -0.04, -0.18], [0.35, -0.19, -0.07], [-0.05, -0.29, -0.12], [-0.12, 0.25, -0.40], [0.56, -0.43, 0.07], [-0.39, 0.11, -0.52], [0.10, -0.04, 0.69], [-0.20, 0.07, -0.07], [-0.08, 0.12, 0.07], [-0.10, 0.09, -0.05], [0.39, 0.11, 0.07], [0.01, 0.18, 0.07], [-0.18, -0.17, -0.08], [-0.06, -0.07, -0.08], [-0.02, 0.01, -0.02], [-0.19, -0.08, 0.03]]
}

No. 4
{
  "formula": "C21H14ClF5NO4PSSm",
  "method": "wB97M-V/def2-TZVPD",
  "homo_ev": [-5.8, -5.8],
  "multiplicity": 6,
  "s_squared": 8.766,
  "total_charge": -1,
  "e_above_lowest_kcal_mol": 24.2,
  "elements": ["Sm", "O", "Cl", "O", "O", "O", "C", "C", "C", "C", "C", "C", "P", "C", "C", "C", "C", "C", "C", "C", "C", "C", "C", "C", "C", "H", "H", "H", "H", "H", "H", "H", "H", "H", "H", "H", "H", "H", "H", "F", "C", "F", "C", "F", "F", "F", "S", "C", "N"],
  "xyz": [[8.3798, 10.9059, 15.0972], [11.5330, 13.2384, 16.0819], [11.3172, 11.8582, 16.2281], [12.3532, 11.1650, 16.9435], [10.0280, 11.7296, 16.9307], [11.1372, 11.2674, 14.9059], [4.3757, 9.2420, 10.6421], [5.2967, 8.2438, 10.9900], [6.5275, 8.6215, 11.4302], [6.8486, 9.9797, 11.4621], [5.9618, 10.9950, 11.1778], [4.6928, 10.6045, 10.7999], [8.4763, 10.4775, 12.1637], [9.6087, 10.4168, 10.7821], [9.2586, 9.9753, 9.5109], [10.1163, 10.1611, 8.4293], [11.3317, 10.7600, 8.6558], [11.7244, 11.1952, 9.8720], [10.8792, 10.9720, 10.9750], [8.3791, 12.2910, 12.2008], [8.5682, 13.0922, 11.0470], [8.6725, 14.4094, 11.2929], [8.6562, 14.9136, 12.6060], [8.2529, 14.1514, 13.6991], [8.1777, 12.7695, 13.5333], [3.3438, 9.0876, 10.2931], [5.0067, 7.1639, 10.7619], [7.3155, 7.8837, 11.5392], [6.0855, 12.0889, 11.2456], [3.9134, 11.4115, 10.7919], [8.2602, 9.4828, 9.3481], [9.8888, 9.7363, 7.4833], [12.1079, 10.6317, 7.9759], [12.7452, 11.5600, 10.1410], [11.2648, 11.1465, 11.9092], [8.5781, 12.6072, 10.0104], [8.8167, 15.0099, 10.5053], [8.9908, 15.9010, 12.9215], [8.1718, 14.6502, 14.7196], [5.8126, 11.0723, 15.7673], [6.6668, 10.9155, 16.9013], [6.7060, 12.1018, 17.5832], [5.9633, 9.9350, 17.8651], [5.4009, 8.9934, 17.0572], [6.6835, 9.3620, 18.8117], [5.0230, 10.5530, 18.6144], [7.6431, 6.0337, 13.8990], [7.7488, 7.5152, 14.5121], [7.7598, 8.6362, 14.8985]],
  "forces_ev_per_a": [[0.68, -0.23, 1.30], [1.00, 1.17, -0.04], [0.03, -0.49, 0.58], [-0.68, 0.57, -0.45], [-0.56, -0.89, -0.24], [-0.67, -0.62, -0.29], [-0.74, 1.23, 0.29], [-2.09, -1.27, -1.62], [0.95, 0.33, -0.70], [1.69, 0.54, 0.97], [-1.25, 0.23, -0.20], [-1.15, -0.06, 0.29], [-0.48, 0.30, -0.27], [0.94, -0.50, -0.55], [-1.35, -0.21, -0.59], [-0.38, -0.28, 1.24], [0.12, -0.54, -0.58], [0.36, 0.09, 3.34], [-0.40, -0.44, -2.85], [-0.14, -0.08, 0.83], [-0.87, -2.54, 0.06], [0.14, -0.09, 2.56], [-0.42, 0.38, 1.09], [0.71, 0.59, 0.37], [-0.23, -0.83, -1.06], [0.60, -0.63, 0.24], [0.62, 1.54, 0.69], [-0.13, 0.01, 0.55], [0.69, -0.91, 0.24], [0.61, -1.06, -0.59], [1.12, 0.59, 0.21], [-0.21, -0.20, -0.70], [0.97, 0.37, -1.81], [-0.90, -0.27, -0.78], [0.50, 0.72, 2.32], [0.12, 1.01, 1.57], [0.71, 2.56, -2.67], [-0.28, 0.29, -0.95], [0.11, -0.73, -1.41], [-0.14, 0.50, 0.31], [1.19, -0.98, 0.61], [-0.29, 0.71, -0.21], [-0.94, 0.54, -1.17], [0.02, 0.09, 1.19], [1.36, -0.70, -0.40], [-1.02, 0.13, -0.63], [0.11, -0.34, 0.00], [-0.32, 1.26, 0.16], [0.29, -0.87, -0.23]]
}